6
Properties=species:S:1:pos:R:3:forces:R:3:lowdin_charge:R:1 method="wB97M-V/def2-TZVPD" e_lumo_ha=0.0434 gap_ev=11.751 smiles=N#N.OO max_force_ev_per_a=1.53 homo_energy_ha=-0.3884 relative_energy_kcal_mol=1.1
N 3.04096 0.32387 -0.12042 -0.7106 -1.3600 0.0366 0.007
N 2.54756 -0.65817 -0.09338 0.7072 1.3497 -0.0355 0.015
O -0.66186 0.15444 0.05404 0.2624 0.6612 -0.1616 -0.120
O -2.00076 -0.22967 -0.27088 -0.1059 -0.1355 0.1206 -0.084
H -0.69439 1.11898 -0.10637 -0.0552 -0.5917 0.1421 0.094
H -2.23151 -0.70945 0.53702 -0.0979 0.0762 -0.1022 0.088